(1)
This record from OMol25 describes a structure of composition C19H17CoF3N5S2. The level of theory is ωB97M-V with the def2-TZVPD basis set.

Last column: natural (NBO) charge in e.
Cartesian coordinates (Å):
Co 0.702 2.021 0.972  1.41
F 0.927 -1.541 5.749  -0.28
C 0.755 -1.692 4.442  0.97
F 1.956 -1.766 3.860  -0.30
F 0.122 -2.852 4.230  -0.30
C -0.114 -0.574 3.890  -0.09
C -1.449 -0.572 4.280  -0.10
C -2.306 0.394 3.780  -0.16
C -1.814 1.329 2.874  0.09
N -0.547 1.340 2.491  -0.56
C 0.319 0.416 2.998  -0.01
S 1.929 0.651 2.399  0.25
H -1.808 -1.329 4.966  0.28
H -3.342 0.423 4.087  0.27
H -2.459 2.094 2.461  0.24
C 4.858 4.521 -0.801  -0.40
N 3.574 4.124 -1.404  -0.42
C 3.332 4.417 -2.827  -0.40
C 2.635 3.640 -0.676  0.68
N 1.781 3.222 -0.003  -0.69
H 5.645 4.351 -1.530  0.24
H 5.059 3.925 0.086  0.23
H 4.851 5.577 -0.531  0.23
H 4.260 4.261 -3.370  0.24
H 3.015 5.451 -2.965  0.23
H 2.571 3.750 -3.225  0.23
S -1.581 -2.053 -3.728  0.30
C -0.991 -0.940 -2.459  -0.08
C 0.279 -1.098 -1.914  -0.23
C 0.699 -0.217 -0.938  0.04
N -0.072 0.788 -0.492  -0.59
C -1.289 0.948 -1.029  0.04
C -1.783 0.112 -2.011  -0.23
C -2.231 -3.313 -2.617  -0.15
C -1.432 -4.356 -2.180  -0.26
C -2.012 -5.302 -1.338  0.05
N -3.279 -5.229 -0.961  -0.39
C -4.044 -4.241 -1.392  0.05
C -3.561 -3.242 -2.236  -0.26
H 0.937 -1.890 -2.244  0.26
H 1.685 -0.312 -0.498  0.21
H -1.883 1.777 -0.661  0.21
H -2.768 0.279 -2.423  0.26
H -0.400 -4.451 -2.488  0.23
H -1.440 -6.145 -0.968  0.21
H -5.078 -4.242 -1.066  0.21
H -4.211 -2.453 -2.590  0.23

Forces on atoms 1 to 6 (eV/Å):
-0.80 -0.46 -0.35
0.00 0.10 0.06
0.11 -0.34 -0.08
-0.17 0.05 0.05
0.07 0.07 0.02
0.09 0.07 -0.12

Its maximum force is 0.99 eV Å⁻¹. The calculation puts the total energy at -3486.1845 hartree. The total charge is +2. As for the multiplicity: 5.

=====

(2)
This record from OMol25 describes a structure of composition C36H54AsF6O27Pt. The level of theory is ωB97M-V with the def2-TZVPD basis set.

Last column: Mulliken charge in e.
Cartesian coordinates (Å):
Pt 0.708 3.692 -2.411  4.63
As 0.245 0.663 -0.110  2.05
F 0.130 1.902 1.141  -0.57
F 1.985 0.706 0.001  -0.56
F 0.308 -0.446 -1.441  -0.32
F -1.500 0.668 -0.151  -0.44
F 0.413 1.960 -1.338  -0.82
F 0.292 -0.583 1.120  -0.52
C 0.805 1.080 4.341  -1.22
C -0.594 0.715 4.808  0.33
C -1.688 0.877 3.742  0.20
O -2.449 -0.307 3.860  -0.19
C -1.724 -1.250 4.529  0.51
O -2.106 -2.366 4.671  -0.53
O -0.606 -0.702 4.964  -0.38
H 1.497 0.854 5.154  0.48
H 0.814 2.151 4.126  0.24
H 1.146 0.569 3.444  0.15
H -0.884 1.173 5.757  0.35
H -1.122 0.889 2.807  -0.24
H -2.301 1.772 3.813  0.27
C -4.429 2.328 1.207  -0.97
C -4.031 3.647 0.576  0.48
C -3.162 4.539 1.477  -0.45
O -1.974 4.758 0.742  -0.28
C -2.029 4.124 -0.414  0.29
O -1.118 4.095 -1.204  -0.67
O -3.160 3.443 -0.560  -0.27
H -5.268 2.398 1.899  0.55
H -3.570 1.815 1.639  -0.12
H -4.817 1.662 0.434  0.19
H -4.914 4.248 0.358  0.39
H -2.927 3.988 2.389  0.13
H -3.656 5.480 1.705  0.33
C 6.415 1.388 -0.413  -1.49
C 5.525 2.588 -0.226  0.75
C 5.970 3.934 -0.801  -0.46
O 4.849 4.382 -1.541  -0.38
C 3.906 3.421 -1.598  0.03
O 2.906 3.545 -2.244  -0.84
O 4.289 2.364 -0.936  0.14
H 5.833 0.513 -0.119  0.28
H 7.287 1.462 0.234  0.42
H 6.729 1.246 -1.446  0.39
H 5.213 2.783 0.802  -0.04
H 6.924 3.876 -1.326  0.32
H 6.088 4.654 0.011  0.27
C 4.014 -1.490 -2.079  -1.30
C 3.250 -2.799 -2.187  0.39
C 2.308 -3.140 -1.027  0.03
O 1.219 -3.750 -1.714  -0.33
C 1.210 -3.354 -2.999  0.49
O 0.324 -3.535 -3.767  -0.59
O 2.376 -2.760 -3.309  -0.18
H 3.351 -0.624 -2.068  0.12
H 4.670 -1.375 -2.943  0.42
H 4.650 -1.497 -1.194  0.43
H 3.985 -3.597 -2.323  0.25
H 1.979 -2.263 -0.475  -0.27
H 2.786 -3.877 -0.387  0.44
C -1.271 -4.030 1.895  -0.78
C -0.591 -5.333 2.245  0.25
C -0.959 -5.880 3.642  -0.34
O -1.274 -7.235 3.402  -0.37
C -1.412 -7.465 2.079  0.55
O -1.816 -8.479 1.598  -0.56
O -1.097 -6.372 1.402  -0.33
H -2.264 -3.889 2.323  0.40
H -1.392 -3.940 0.815  0.02
H -0.712 -3.178 2.288  0.20
H 0.492 -5.292 2.127  0.36
H -1.780 -5.402 4.179  0.23
H -0.084 -5.775 4.288  0.31
C 3.601 -1.675 -6.210  -1.28
C 2.524 -0.569 -6.235  0.61
C 1.073 -0.995 -5.914  -0.32
O 0.712 -0.035 -4.886  -0.09
C 1.660 0.837 -4.668  0.03
O 1.620 1.754 -3.869  -0.57
O 2.759 0.512 -5.341  -0.31
H 4.355 -1.350 -6.922  0.45
H 3.163 -2.639 -6.462  0.35
H 4.082 -1.840 -5.247  0.12
H 2.528 -0.243 -7.276  0.27
H 0.940 -1.979 -5.469  0.05
H 0.356 -0.774 -6.701  0.32
C 4.303 4.821 3.337  -1.55
C 2.835 4.855 2.908  0.71
C 2.307 6.249 2.594  -0.41
O 1.786 6.087 1.254  -0.38
C 1.904 4.832 0.853  0.04
O 1.392 4.390 -0.139  -0.92
O 2.632 4.110 1.710  -0.18
H 4.573 3.772 3.469  0.36
H 4.467 5.311 4.296  0.44
H 4.975 5.274 2.608  0.32
H 2.179 4.389 3.644  0.05
H 3.105 6.988 2.612  0.32
H 1.438 6.527 3.185  0.31
C -2.322 -0.684 -3.319  -0.87
C -2.618 -2.168 -3.092  0.73
C -2.134 -2.670 -1.738  1.06
O -3.168 -3.567 -1.340  -0.34
C -4.292 -3.272 -2.028  0.39
O -5.368 -3.737 -1.796  -0.58
O -4.013 -2.422 -3.011  -0.42
H -2.757 -0.365 -4.268  0.47
H -1.268 -0.429 -3.430  -0.06
H -2.717 -0.082 -2.501  0.14
H -2.261 -2.797 -3.911  0.22
H -2.038 -1.807 -1.071  -0.29
H -1.165 -3.158 -1.766  -0.36
C -4.038 -1.550 1.305  -0.18
C -5.474 -1.491 0.730  0.21
C -6.279 -2.736 1.102  -0.42
O -7.317 -2.153 1.927  -0.38
C -7.232 -0.839 2.002  0.59
O -7.929 -0.095 2.618  -0.57
O -6.157 -0.392 1.288  -0.30
H -3.441 -2.414 1.021  -0.09
H -4.117 -1.535 2.391  0.67
H -3.545 -0.673 0.879  -0.63
H -5.359 -1.358 -0.346  0.44
H -5.732 -3.434 1.728  0.25
H -6.742 -3.150 0.212  0.35

Forces on atoms 1 to 6 (eV/Å):
1.13 -0.25 0.93
0.42 -1.05 2.22
0.12 -0.27 -0.79
-0.46 0.14 -0.31
-0.01 0.19 0.44
0.83 0.16 -0.40

Its maximum force is 2.58 eV Å⁻¹. The calculation puts the total energy at -6389.8518 hartree. The total charge is +1. As for the multiplicity: 3. The energy relative to the best compared isomer or geometry (same formula, charge and spin) comes out at 0.0000 eV.

=====

(3)
This record from OMol25 describes a structure of composition C15H22N2OPY. The level of theory is ωB97M-V with the def2-TZVPD basis set.

Last column: natural (NBO) charge in e.
Cartesian coordinates (Å):
C -0.294 -0.032 -5.759  -0.39
C -1.110 0.964 -5.115  -0.38
C -0.227 1.901 -4.453  -0.42
C 1.149 1.502 -4.739  -0.45
C 1.101 0.315 -5.550  -0.43
Y 0.131 -0.068 -3.379  1.53
P 0.039 -2.555 -3.099  -0.02
H -0.660 -0.902 -6.314  0.24
H -2.208 1.012 -5.122  0.25
H -0.530 2.739 -3.826  0.25
H 1.972 -0.245 -5.919  0.25
H 2.050 2.006 -4.379  0.24
H 1.136 -3.237 -3.538  0.00
H -1.012 -3.205 -3.671  -0.02
H -0.048 -2.859 -1.756  0.05
C 2.772 1.113 4.142  -0.62
C 1.299 0.891 4.455  -0.21
N 0.524 0.317 3.308  -0.45
C 0.039 -1.066 3.454  -0.21
C -1.038 -1.203 4.524  -0.62
C 0.425 1.062 2.154  0.67
O 0.995 2.139 2.016  -0.64
C -0.450 0.571 1.002  -0.15
C -1.767 0.186 1.214  -0.33
C -2.538 -0.252 0.152  -0.22
C -1.980 -0.288 -1.112  -0.08
N -0.711 0.128 -1.305  -0.76
C 0.066 0.581 -0.278  0.00
H 3.229 0.164 3.845  0.20
H 3.267 1.475 5.044  0.21
H 2.919 1.849 3.353  0.24
H 1.243 0.194 5.297  0.19
H 0.812 1.831 4.768  0.21
H -0.352 -1.436 2.498  0.23
H 0.899 -1.705 3.699  0.19
H -1.907 -0.579 4.288  0.21
H -1.357 -2.246 4.553  0.21
H -0.661 -0.928 5.512  0.20
H -2.197 0.215 2.211  0.20
H -3.563 -0.575 0.306  0.21
H -2.554 -0.661 -1.970  0.18
H 1.100 0.886 -0.511  0.19

Forces on atoms 1 to 6 (eV/Å):
0.11 0.78 -0.41
0.88 0.95 -0.91
0.01 0.60 -2.40
-0.89 0.71 -0.83
-0.26 0.19 -0.60
0.51 -0.30 4.71

Its maximum force is 4.75 eV Å⁻¹. The calculation puts the total energy at -1149.0422 hartree. The total charge is 0. The energy relative to the best compared isomer or geometry (same formula, charge and spin) comes out at 0.0000 eV.

=====

(4)
This record from OMol25 describes a cluster of 3 separate species, C21H45N7O5P2 in total. The level of theory is ωB97M-V with the def2-TZVPD basis set.

Last column: Mulliken charge in e.
Cartesian coordinates (Å):
C 2.807 -1.951 -1.934  -1.10
C 1.987 -0.764 -2.616  0.71
N 2.449 -0.299 -3.761  -0.79
C 0.695 -0.066 -2.013  -0.61
C -0.674 -0.823 -2.293  0.39
C -1.838 -0.025 -2.492  -0.48
C -3.249 -0.749 -2.727  0.35
O -4.234 -0.137 -3.209  -0.55
C -3.451 -2.278 -2.300  -0.58
C -2.306 -3.078 -2.123  0.41
O -2.435 -4.433 -1.755  -0.51
C -0.879 -2.384 -2.366  0.57
O 0.050 -3.186 -2.658  -0.56
H 2.573 -2.101 -0.823  0.17
H 3.940 -1.793 -2.062  0.44
H 2.581 -2.947 -2.446  0.32
H 3.305 -0.829 -4.005  0.26
H 0.593 1.038 -2.311  0.36
H 0.832 -0.050 -0.868  0.31
H -1.832 1.106 -2.494  0.25
H -4.489 -2.730 -2.125  0.33
H -1.581 -4.795 -1.434  0.33
O 3.891 -2.413 1.881  -0.77
P 3.879 -3.804 2.544  0.74
N 3.865 -3.182 4.117  0.24
C 4.919 -2.991 5.089  -1.05
C 2.588 -2.685 4.611  -1.17
N 5.414 -4.220 1.857  0.21
C 6.671 -4.426 2.552  -1.07
C 5.717 -3.581 0.569  -0.93
N 3.822 -5.423 3.245  -0.02
C 4.377 -5.963 4.467  -1.00
C 3.555 -6.470 2.255  -1.12
H 4.659 -3.470 6.037  0.41
H 5.085 -1.931 5.300  0.31
H 5.872 -3.415 4.793  0.30
H 1.952 -3.520 4.928  0.31
H 2.059 -2.138 3.825  0.30
H 2.700 -2.001 5.452  0.42
H 6.985 -3.546 3.118  0.31
H 7.478 -4.643 1.847  0.40
H 6.643 -5.304 3.196  0.25
H 6.111 -2.568 0.713  0.33
H 4.834 -3.527 -0.069  0.12
H 6.459 -4.157 0.008  0.43
H 5.389 -5.632 4.691  0.34
H 4.406 -7.054 4.463  0.39
H 3.754 -5.685 5.324  0.25
H 4.481 -6.828 1.792  0.34
H 2.899 -6.092 1.465  0.32
H 3.038 -7.325 2.700  0.44
O -3.091 3.589 -0.681  -0.78
P -3.585 4.758 -1.555  0.79
N -3.374 5.912 -0.335  0.24
C -4.307 6.531 0.579  -1.06
C -2.009 6.356 -0.086  -1.16
N -5.159 4.064 -1.751  0.24
C -6.420 4.565 -1.238  -1.08
C -5.206 2.597 -1.696  -0.93
N -4.081 6.068 -2.630  -0.05
C -4.793 7.302 -2.377  -1.01
C -4.176 5.658 -4.033  -1.13
H -4.239 7.620 0.519  0.41
H -4.100 6.253 1.617  0.31
H -5.345 6.287 0.381  0.30
H -1.704 7.090 -0.842  0.31
H -1.315 5.511 -0.136  0.30
H -1.887 6.807 0.899  0.41
H -6.423 4.655 -0.149  0.32
H -7.242 3.891 -1.495  0.39
H -6.704 5.510 -1.700  0.24
H -5.232 2.241 -0.659  0.35
H -4.350 2.150 -2.199  0.04
H -6.091 2.208 -2.210  0.42
H -5.636 7.209 -1.696  0.34
H -5.188 7.748 -3.292  0.39
H -4.118 8.051 -1.949  0.24
H -5.165 5.248 -4.265  0.35
H -3.426 4.895 -4.260  0.33
H -3.979 6.492 -4.713  0.43

Forces on atoms 1 to 6 (eV/Å):
-0.29 -0.32 0.44
1.49 0.48 -2.19
-1.06 -1.02 2.62
0.21 -0.99 1.00
-2.78 1.82 -0.46
0.97 -2.77 0.22

Its maximum force is 7.66 eV Å⁻¹. Its structure (SMILES) is [H]/N=C(\C)CC1=CC(=O)C=C(O)C1=O.CN(C)P(=O)(N(C)C)N(C)C.CN(C)P(=O)(N(C)C)N(C)C. The calculation puts the total energy at -2268.9804 hartree. The total charge is 0. The energy relative to the best compared isomer or geometry (same formula, charge and spin) comes out at 0.5531 eV.